Entry 1:
A cluster of 8 separate species, C23H65BN5O24S7 in total at a distorted geometry, computed with ωB97M-V/def2-TZVPD.

Calculated values
gap between HOMO and LUMO: 0.2937 hartree
charge: +1
lowest unoccupied orbital energy: -3.836 eV
strongest force on any atom: 1.175 eV Å⁻¹
electronic energy: -5806.74092 Ha

Geometry (Å):
1 N 0.969 1.795 2.402
2 B 0.463 2.001 1.070
3 O 0.118 0.934 0.265
4 N 0.250 3.370 0.502
5 C -1.055 3.701 0.167
6 N -1.404 4.107 -1.099
7 N -2.007 3.590 1.036
8 C -3.419 3.799 0.749
9 O -4.011 4.044 2.004
10 N -5.355 3.413 2.136
11 O -6.053 3.707 1.282
12 H 1.964 1.648 2.501
13 H 0.677 2.518 3.044
14 H -0.840 0.811 0.297
15 H 0.745 4.095 1.011
16 H -0.696 4.703 -1.508
17 H -1.640 3.346 -1.728
18 H -1.812 3.298 1.985
19 H -3.774 2.844 0.358
20 H -3.583 4.606 0.047
21 O -2.187 8.126 -3.414
22 S -3.055 9.205 -3.034
23 O -2.506 10.369 -2.422
24 O -4.206 8.614 -2.107
25 C -3.815 7.820 -0.974
26 C -3.319 8.658 0.188
27 C -4.071 9.664 -4.390
28 H -3.067 7.085 -1.287
29 H -4.714 7.274 -0.690
30 H -2.375 9.147 -0.050
31 H -3.169 8.028 1.066
32 H -4.040 9.437 0.432
33 H -4.513 8.769 -4.819
34 H -3.427 10.158 -5.114
35 H -4.835 10.350 -4.033
36 O -3.927 5.155 -6.900
37 S -2.901 4.164 -6.802
38 O -2.902 3.252 -5.697
39 O -1.488 4.884 -6.876
40 C -1.275 5.994 -5.974
41 C -1.017 5.529 -4.560
42 C -2.779 3.263 -8.304
43 H -2.127 6.672 -6.013
44 H -0.415 6.528 -6.368
45 H -1.917 5.073 -4.143
46 H -0.739 6.369 -3.929
47 H -0.223 4.779 -4.537
48 H -2.737 3.967 -9.130
49 H -3.670 2.643 -8.376
50 H -1.888 2.643 -8.268
51 O 4.221 -1.794 -1.299
52 S 2.819 -2.087 -1.291
53 O 2.250 -2.826 -0.208
54 O 2.429 -2.771 -2.662
55 C 3.199 -3.926 -3.084
56 C 2.806 -5.189 -2.347
57 C 1.907 -0.601 -1.498
58 H 4.263 -3.712 -2.977
59 H 2.991 -4.025 -4.147
60 H 3.084 -5.140 -1.295
61 H 3.307 -6.047 -2.793
62 H 1.728 -5.341 -2.396
63 H 2.314 -0.055 -2.346
64 H 2.027 -0.035 -0.587
65 H 0.863 -0.851 -1.654
66 O 4.182 -5.606 4.395
67 S 3.138 -5.337 3.455
68 O 1.879 -4.839 3.915
69 O 2.894 -6.642 2.581
70 C 2.669 -7.881 3.291
71 C 1.261 -7.983 3.840
72 C 3.727 -4.309 2.160
73 H 3.416 -7.991 4.078
74 H 2.850 -8.665 2.560
75 H 1.093 -7.256 4.633
76 H 1.087 -8.979 4.246
77 H 0.529 -7.788 3.057
78 H 4.663 -4.715 1.786
79 H 3.883 -3.320 2.582
80 H 2.976 -4.267 1.379
81 O 7.435 3.176 -1.416
82 S 8.285 2.246 -2.097
83 O 8.549 2.413 -3.490
84 O 7.732 0.780 -1.838
85 C 6.335 0.545 -2.127
86 C 6.072 0.387 -3.611
87 C 9.803 2.073 -1.231
88 H 5.734 1.349 -1.697
89 H 6.078 -0.371 -1.606
90 H 6.240 1.319 -4.148
91 H 5.038 0.078 -3.770
92 H 6.736 -0.363 -4.038
93 H 9.590 1.905 -0.179
94 H 10.353 3.001 -1.366
95 H 10.354 1.240 -1.659
96 O -2.132 -9.968 7.178
97 S -2.477 -8.829 7.971
98 O -2.803 -7.591 7.335
99 O -1.327 -8.585 9.038
100 C 0.031 -8.507 8.547
101 C 0.342 -7.173 7.901
102 C -3.748 -9.251 9.109
103 H 0.218 -9.335 7.863
104 H 0.656 -8.661 9.423
105 H -0.217 -7.045 6.975
106 H 1.405 -7.107 7.670
107 H 0.073 -6.351 8.564
108 H -3.472 -10.170 9.616
109 H -4.657 -9.392 8.530
110 H -3.870 -8.433 9.813
111 O -2.368 -1.680 -1.194
112 S -3.476 -0.841 -0.877
113 O -3.223 0.431 -0.245
114 O -4.518 -1.644 -0.015
115 C -4.035 -2.355 1.160
116 C -3.788 -1.438 2.339
117 C -4.484 -0.592 -2.292
118 H -3.143 -2.924 0.899
119 H -4.821 -3.068 1.393
120 H -2.944 -0.773 2.154
121 H -3.566 -2.030 3.225
122 H -4.664 -0.820 2.535
123 H -4.695 -1.559 -2.738
124 H -3.921 0.032 -2.984
125 H -5.399 -0.090 -1.989

---

Entry 2:
A structure of composition C23H66AsCl6F6O26P6 at a distorted geometry, computed with ωB97M-V/def2-TZVPD.

Calculated values
gap between HOMO and LUMO: 0.3632 hartree
charge: -1
lowest unoccupied orbital energy: 2.079 eV
strongest force on any atom: 1.278 eV Å⁻¹
electronic energy: -10517.25178 Ha

Geometry (Å):
1 As 0.003 0.255 0.685
2 F -0.418 -1.001 1.791
3 F -0.773 -0.600 -0.599
4 F 0.350 1.564 -0.394
5 F 0.792 1.163 1.934
6 F 1.509 -0.521 0.326
7 F -1.489 1.025 1.104
8 C -0.465 -0.646 -7.976
9 O -1.722 -0.477 -7.331
10 P -1.731 0.257 -5.929
11 O -1.258 1.619 -5.889
12 O -3.244 0.107 -5.494
13 C -3.900 -1.160 -5.573
14 O -0.956 -0.799 -5.043
15 C -0.326 -0.465 -3.798
16 H -0.074 -1.647 -7.800
17 H 0.273 0.076 -7.613
18 H -0.591 -0.459 -9.040
19 H -3.359 -1.870 -6.193
20 H -4.898 -0.979 -5.968
21 H -4.005 -1.571 -4.566
22 H -0.575 0.545 -3.470
23 H 0.753 -0.587 -3.880
24 H -0.690 -1.156 -3.040
25 C -4.852 4.302 -4.584
26 O -4.210 4.732 -3.394
27 P -2.994 3.906 -2.812
28 O -1.843 3.797 -3.681
29 O -2.765 4.584 -1.406
30 C -3.856 4.631 -0.487
31 O -3.729 2.530 -2.503
32 C -2.993 1.483 -1.862
33 H -5.933 4.405 -4.472
34 H -4.629 3.262 -4.822
35 H -4.561 4.941 -5.418
36 H -4.270 5.634 -0.379
37 H -3.547 4.291 0.498
38 H -4.682 3.991 -0.801
39 H -2.967 0.593 -2.491
40 H -3.513 1.192 -0.947
41 H -1.972 1.757 -1.596
42 C 2.080 2.365 7.114
43 O 2.157 0.985 7.425
44 P 1.851 -0.144 6.355
45 O 1.796 -1.487 6.902
46 O 2.982 -0.063 5.242
47 C 3.137 1.027 4.324
48 O 0.535 0.389 5.670
49 C -0.346 -0.514 4.975
50 H 1.621 2.886 7.958
51 H 1.432 2.573 6.261
52 H 3.059 2.814 6.948
53 H 4.029 1.598 4.580
54 H 2.249 1.652 4.271
55 H 3.288 0.599 3.332
56 H -0.614 -0.061 4.023
57 H -1.253 -0.641 5.564
58 H 0.127 -1.476 4.796
59 C -1.197 -6.087 0.010
60 O -1.626 -5.232 -1.048
61 P -0.793 -5.185 -2.400
62 O -0.648 -6.475 -3.064
63 O 0.544 -4.472 -2.029
64 C 0.529 -3.212 -1.336
65 O -1.574 -4.085 -3.221
66 C -2.796 -4.435 -3.835
67 H -0.124 -6.287 -0.040
68 H -1.744 -7.027 -0.032
69 H -1.386 -5.582 0.957
70 H 0.974 -2.430 -1.943
71 H 1.129 -3.320 -0.434
72 H -0.480 -2.927 -1.049
73 H -3.512 -3.617 -3.761
74 H -3.245 -5.348 -3.440
75 H -2.652 -4.623 -4.906
76 C 7.130 1.959 2.924
77 O 7.115 2.321 1.542
78 P 5.887 3.139 0.982
79 O 5.467 4.284 1.779
80 O 6.350 3.423 -0.492
81 C 7.482 4.253 -0.719
82 O 4.804 2.017 0.827
83 C 3.495 2.342 0.326
84 H 8.002 2.315 3.463
85 H 7.021 0.879 2.973
86 H 6.247 2.360 3.431
87 H 7.162 5.146 -1.262
88 H 8.205 3.727 -1.338
89 H 7.948 4.585 0.209
90 H 2.790 2.548 1.129
91 H 3.136 1.500 -0.259
92 H 3.507 3.216 -0.320
93 C -5.075 -4.365 6.268
94 O -5.438 -4.568 4.893
95 P -4.273 -4.385 3.847
96 O -3.007 -4.985 4.244
97 O -4.918 -4.947 2.527
98 C -4.328 -6.022 1.801
99 O -4.321 -2.831 3.650
100 C -3.543 -2.186 2.623
101 H -5.961 -3.975 6.771
102 H -4.307 -3.598 6.373
103 H -4.757 -5.294 6.733
104 H -5.094 -6.751 1.542
105 H -3.588 -6.555 2.404
106 H -3.835 -5.636 0.911
107 H -3.234 -1.217 2.994
108 H -4.181 -2.028 1.754
109 H -2.661 -2.763 2.360
110 C 1.441 3.710 -3.057
111 C 2.400 4.856 -3.013
112 O 3.731 4.331 -3.148
113 O 1.236 3.222 -4.370
114 H 0.513 3.983 -2.559
115 H 1.870 2.889 -2.470
116 H 2.317 5.385 -2.052
117 H 2.185 5.592 -3.793
118 H 4.334 5.077 -3.203
119 H 2.058 2.797 -4.632
120 C -0.373 4.094 1.581
121 Cl -1.705 4.920 2.409
122 Cl 1.056 5.144 1.476
123 H -0.132 3.229 2.183
124 H -0.601 3.777 0.570
125 C 1.504 -3.426 2.563
126 Cl 2.751 -3.169 3.780
127 Cl -0.005 -4.013 3.257
128 H 1.307 -2.477 2.072
129 H 1.848 -4.105 1.787
130 C 4.620 -1.627 0.862
131 Cl 5.863 -1.463 2.117
132 Cl 4.805 -3.068 -0.125
133 H 3.672 -1.678 1.384
134 H 4.655 -0.743 0.237